i.
# C38H32Br2N4OPtS3Si

A molecular structure, C38H32Br2N4OPtS3Si (ωB97M-V with the def2-TZVPD basis set, the Open Molecules 2025 dataset).

Frontier orbital gap (alpha / beta) = 5.653 / 5.654 eV
Molecular weight = 1039.87 g mol⁻¹

Positions of all 82 atoms, in Å:
Pt 0.149 -0.728 -0.090
S 0.587 -1.020 2.408
C 2.282 -0.850 2.594
C 2.781 -0.849 3.907
C 4.124 -0.744 4.162
C 5.019 -0.622 3.095
C 4.554 -0.615 1.804
C 3.187 -0.735 1.515
S 2.723 -0.780 -0.141
H 2.069 -0.931 4.715
H 4.486 -0.754 5.180
H 6.077 -0.535 3.289
H 5.236 -0.511 0.975
C -2.603 -0.885 1.841
C -3.062 -0.918 0.427
C -4.406 -0.868 0.095
C -4.808 -0.889 -1.232
C -3.826 -0.905 -2.235
C -4.093 -0.868 -3.623
Br -5.880 -0.815 -4.260
C -3.083 -0.853 -4.570
C -1.773 -0.865 -4.151
Br -0.347 -0.869 -5.398
C -1.405 -0.901 -2.783
O -0.175 -0.856 -2.441
C -2.467 -0.951 -1.822
N -2.110 -1.001 -0.517
H -3.444 -0.878 2.528
H -1.999 0.011 1.998
H -1.966 -1.745 2.042
H -5.140 -0.838 0.884
H -5.852 -0.886 -1.507
H -3.311 -0.837 -5.624
C -3.873 3.865 0.261
C -2.802 4.187 1.078
C -1.601 3.516 0.945
C -1.436 2.531 -0.023
C -2.503 2.262 -0.876
C -3.717 2.906 -0.725
Si 0.252 1.655 -0.229
C 0.951 2.357 -1.864
C 0.814 3.729 -2.072
C 1.315 4.319 -3.216
C 1.932 3.548 -4.188
C 2.052 2.181 -4.006
C 1.580 1.597 -2.843
C 1.385 2.232 1.202
C 2.686 2.657 0.957
C 3.507 3.048 2.000
C 3.048 2.995 3.305
C 1.754 2.576 3.565
C 0.931 2.202 2.520
H -4.822 4.364 0.388
H -2.904 4.960 1.825
H -0.777 3.772 1.595
H -2.383 1.544 -1.674
H -4.546 2.659 -1.375
H 0.308 4.336 -1.333
H 1.220 5.386 -3.355
H 2.315 4.013 -5.086
H 2.508 1.565 -4.770
H 1.690 0.531 -2.707
H 3.057 2.683 -0.057
H 4.514 3.386 1.802
H 3.699 3.273 4.121
H 1.394 2.527 4.583
H -0.078 1.877 2.729
C 0.997 -6.506 2.130
C -0.304 -5.817 1.717
C -0.040 -4.855 0.628
N -0.090 -3.588 0.732
N 0.250 -2.921 -0.366
C 0.584 -3.678 -1.381
N 0.987 -3.236 -2.564
S 0.472 -5.387 -0.986
H 0.807 -7.216 2.931
H 1.714 -5.765 2.480
H 1.429 -7.040 1.284
H -0.727 -5.257 2.550
H -1.030 -6.557 1.378
H 0.812 -2.242 -2.753
H 1.143 -3.879 -3.319

---

ii.
# C38H32Br2N4OPtS3Si

A molecular structure, C38H32Br2N4OPtS3Si (ωB97M-V with the def2-TZVPD basis set, the Open Molecules 2025 dataset).

Frontier orbital gap = 6.658 eV
Molecular weight = 1039.87 g mol⁻¹

Positions of all 82 atoms, in Å:
Pt 0.149 -0.725 -0.123
S 0.502 -0.953 2.223
C 2.213 -0.766 2.465
C 2.702 -0.740 3.774
C 4.056 -0.616 4.019
C 4.938 -0.499 2.946
C 4.450 -0.514 1.654
C 3.081 -0.658 1.410
S 2.526 -0.732 -0.237
H 1.994 -0.817 4.592
H 4.426 -0.606 5.036
H 6.001 -0.394 3.123
H 5.119 -0.412 0.807
C -2.566 -0.832 1.889
C -2.978 -0.861 0.459
C -4.342 -0.808 0.102
C -4.723 -0.827 -1.202
C -3.738 -0.851 -2.208
C -3.996 -0.815 -3.594
Br -5.778 -0.756 -4.242
C -2.977 -0.809 -4.502
C -1.651 -0.827 -4.053
Br -0.226 -0.836 -5.294
C -1.319 -0.858 -2.708
O -0.088 -0.821 -2.292
C -2.392 -0.901 -1.784
N -2.038 -0.947 -0.471
H -3.432 -0.824 2.548
H -1.968 0.062 2.075
H -1.941 -1.697 2.114
H -5.085 -0.772 0.887
H -5.768 -0.816 -1.479
H -3.186 -0.793 -5.562
C -3.907 3.771 0.258
C -2.860 4.109 1.101
C -1.631 3.467 0.984
C -1.419 2.490 0.006
C -2.472 2.206 -0.868
C -3.708 2.823 -0.738
Si 0.268 1.652 -0.202
C 0.966 2.341 -1.809
C 0.817 3.717 -2.009
C 1.322 4.330 -3.147
C 1.959 3.572 -4.120
C 2.097 2.203 -3.947
C 1.617 1.596 -2.792
C 1.382 2.248 1.198
C 2.680 2.683 0.925
C 3.525 3.096 1.947
C 3.092 3.062 3.263
C 1.802 2.637 3.555
C 0.958 2.237 2.530
H -4.873 4.249 0.369
H -2.997 4.873 1.857
H -0.827 3.741 1.654
H -2.322 1.502 -1.676
H -4.516 2.564 -1.412
H 0.296 4.316 -1.269
H 1.212 5.400 -3.278
H 2.345 4.050 -5.013
H 2.572 1.601 -4.712
H 1.742 0.531 -2.667
H 3.033 2.696 -0.101
H 4.528 3.436 1.718
H 3.759 3.360 4.063
H 1.462 2.603 4.583
H -0.045 1.906 2.772
C 0.905 -6.696 2.152
C -0.376 -5.982 1.703
C -0.092 -4.987 0.625
N -0.150 -3.717 0.763
N 0.219 -3.013 -0.355
C 0.555 -3.778 -1.360
N 0.978 -3.330 -2.554
S 0.440 -5.470 -0.978
H 0.683 -7.416 2.939
H 1.623 -5.971 2.535
H 1.364 -7.228 1.318
H -0.817 -5.431 2.533
H -1.101 -6.712 1.338
H 0.806 -2.347 -2.752
H 1.138 -3.973 -3.305

---

Referenced to the most stable arrangement, the calculated values in hartree are i 0.0586; ii 0.0000.

---

i.
# CH2FNO3S

2 unconnected molecules or ions with the total composition CH2FNO3S (ωB97M-V with the def2-TZVPD basis set, the Open Molecules 2025 dataset).

Frontier orbital gap = 10.813 eV
Molecular weight = 127.10 g mol⁻¹

Positions of all 9 atoms, in Å:
C -0.140 -1.170 1.122
N -0.135 -1.858 0.165
O -0.019 -0.829 2.241
O 0.405 0.263 -1.333
O 0.696 2.404 -0.071
F -1.339 0.895 0.521
S 0.441 1.047 0.226
H -0.112 -1.620 -0.835
H 0.202 0.869 -2.037

---

ii.
# CH2FNO3S

A molecular structure, CH2FNO3S (ωB97M-V with the def2-TZVPD basis set, the Open Molecules 2025 dataset).

Frontier orbital gap = 10.321 eV
Molecular weight = 127.10 g mol⁻¹

Positions of all 9 atoms, in Å:
C 0.246 1.121 0.050
N 0.869 -0.035 0.186
O 0.762 1.971 -0.597
O 2.773 0.548 -1.371
O 2.747 -1.584 0.006
F 3.116 0.494 1.059
S 2.410 -0.230 -0.220
H -0.907 1.042 0.332
H 0.600 -0.944 1.173

---

Referenced to the most stable arrangement, the calculated values in hartree are i 0.0000; ii 0.0324.